(1)
Computed, not measured: a molecular structure, C21H35IrNOSe2Si in a non-equilibrium geometry, with wB97M-V/def2-TZVPD.

Properties
Spin multiplicity: 1
DFT total energy, eV: -167279.7870
HOMO (spin up / spin down), eV: -1.554 / -1.630
Charge: -1

Element x y z (Å)
Ir: 0.000000 0.000000 0.000000
C: -0.264635 1.617052 4.151787
Se: 0.078347 0.903801 2.371523
C: -0.240468 -0.940241 2.927825
C: -1.697562 -1.312818 2.706053
Se: -2.138218 -1.069040 0.823664
C: -3.971968 -1.658107 1.105455
H: 0.510944 1.264654 4.862774
H: -1.284221 1.339249 4.488986
H: -0.213362 2.723985 4.100868
H: 0.041004 -1.078808 3.993037
H: 0.424382 -1.602895 2.334532
H: -2.339565 -0.652995 3.326728
H: -1.840731 -2.376205 2.992392
H: -3.986349 -2.706481 1.468855
H: -4.505079 -1.622304 0.133346
H: -4.490286 -0.974746 1.809403
C: 2.811460 0.406568 -1.649705
O: 2.701919 -0.707664 -0.802734
C: 2.074925 -0.265903 0.370413
C: 2.266777 -1.284296 1.477965
H: 3.341843 0.093891 -2.572234
H: 3.416922 1.217752 -1.184183
H: 1.806197 0.774799 -1.959199
H: 3.349404 -1.421971 1.683072
H: 1.818747 -2.255143 1.178277
H: 1.764878 -0.922435 2.398757
C: 1.926614 5.896862 -1.355616
C: 1.472428 4.504651 -1.038971
C: 1.405679 3.521612 -2.027558
C: 0.977410 2.250932 -1.672802
N: 0.617225 1.899910 -0.420055
C: 0.689248 2.865709 0.520244
C: 1.104458 4.163765 0.264353
H: 2.178769 6.005380 -2.415604
H: 2.818389 6.145073 -0.771261
H: 1.132974 6.614539 -1.124281
H: 1.679593 3.731962 -3.055791
H: 0.911237 1.457762 -2.411922
H: 0.394783 2.560360 1.520130
H: 1.138731 4.891328 1.068293
C: 1.468817 -2.058983 -2.463198
Si: 0.267819 -2.226829 -1.063738
C: 0.943736 -3.242926 0.325311
C: -1.412252 -2.798434 -1.663572
C: -2.176190 -1.979193 -2.513686
C: -3.430280 -2.393681 -2.970216
C: -3.941462 -3.629628 -2.584748
C: -3.198671 -4.453640 -1.743439
C: -1.943187 -4.043436 -1.286473
H: 1.651985 -3.024187 -2.945269
H: 2.430545 -1.673851 -2.110654
H: 1.094562 -1.369406 -3.226106
H: 1.153297 -4.267893 0.003770
H: 0.240476 -3.291255 1.162410
H: 1.878723 -2.817298 0.702763
H: -1.805937 -1.007469 -2.836831
H: -4.006797 -1.749455 -3.628761
H: -4.916574 -3.950982 -2.939942
H: -3.595368 -5.419337 -1.441370
H: -1.390972 -4.715395 -0.631886
H: -0.976770 0.273861 -1.394372

Cartesian forces (eV/Å) of the 6 atoms listed first:
0.61 0.19 -4.35
-0.35 0.53 1.39
-0.29 -1.49 2.26
-0.52 -0.95 0.47
0.11 -0.09 0.76
-0.33 -0.89 0.52



(2)
Computed, not measured: a molecular structure, C21H35N2O2OsSi2, with wB97M-V/def2-TZVPD.

Properties
Spin multiplicity: 1
DFT total energy, eV: -47616.6177
HOMO, eV: -17.799
Charge: +3

Element x y z (Å)
Os: 0.589973 0.479409 -0.246939
C: 2.423929 2.963989 -3.679257
C: 2.623942 1.840230 -2.710815
C: 2.968979 0.545331 -3.193404
C: 3.183066 -0.523450 -2.357967
C: 3.098893 -0.339148 -0.972361
C: 2.814642 0.938673 -0.455046
C: 2.567935 2.027484 -1.348931
H: 3.379254 3.232147 -4.136357
H: 2.022251 3.851346 -3.195172
H: 1.756032 2.675050 -4.491821
H: 3.090123 0.417722 -4.264169
H: 3.460078 -1.491212 -2.754036
H: 3.327607 -1.154208 -0.296235
H: 3.056186 1.149310 0.584810
H: 2.391456 3.014682 -0.941751
C: 0.036616 -3.319943 0.539308
Si: -0.151299 -2.107598 1.942758
C: 1.473098 -1.911396 2.847987
C: -1.490449 -2.695894 3.083094
C: -0.426230 -0.286895 1.234833
C: -0.017414 0.869727 2.135821
C: -0.094064 1.101659 3.490670
C: 0.345916 2.337929 3.964204
C: 0.874157 3.278684 3.090165
C: 0.976438 2.967197 1.744561
N: 0.538122 1.789541 1.299818
Si: -2.410116 0.172969 0.765759
C: -2.593076 1.939472 0.222793
C: -3.260345 0.014085 2.410592
C: -2.991285 -1.117136 -0.442509
H: 0.618010 -4.158933 0.932951
H: 0.567734 -2.942530 -0.330820
H: -0.925352 -3.729813 0.224360
H: 1.828726 -2.912318 3.108548
H: 1.395086 -1.352216 3.780298
H: 2.255832 -1.447563 2.239780
H: -1.155734 -3.673737 3.445933
H: -2.446638 -2.860801 2.587012
H: -1.647715 -2.070417 3.961866
H: -0.502729 0.359911 4.162783
H: 0.268210 2.568176 5.019187
H: 1.215788 4.240822 3.444634
H: 1.398961 3.655024 1.025277
H: -2.296773 2.614435 1.030027
H: -3.664729 2.105382 0.071114
H: -2.081452 2.235153 -0.689204
H: -2.702723 0.426161 3.248413
H: -3.580105 -0.994995 2.652566
H: -4.158623 0.633762 2.305673
H: -2.598134 -0.978017 -1.450316
H: -4.078854 -1.021263 -0.518394
H: -2.772796 -2.130552 -0.104154
N: -1.029665 -2.107217 -3.971218
C: -1.082017 -0.629354 -3.708688
C: -0.414015 -0.334608 -2.388499
O: -0.545920 0.828131 -1.853733
O: 0.286814 -1.160653 -1.787398
H: -1.869487 -2.586376 -3.631959
H: -0.223033 -2.526149 -3.490296
H: -0.951791 -2.312206 -4.972600
H: -2.116969 -0.291634 -3.707333
H: -0.554323 -0.105357 -4.506212

Cartesian forces (eV/Å) of the 6 atoms listed first:
-0.28 0.15 -0.20
-0.01 0.02 0.01
0.00 0.03 -0.01
0.02 0.01 -0.02
0.02 -0.03 0.03
0.08 -0.03 0.04



(3)
Computed, not measured: C21H35N3O4 in the gas phase, with wB97M-V/def2-TZVPD.

Properties
Spin multiplicity: 1
DFT total energy, eV: -35005.4624
SMILES: C=CCC1(C(=O)N[C@H](C)C(=O)NCC(C)C)CN(C(=O)[C@H](C)C2(O)CCC2)C1
HOMO, eV: -9.025

Element x y z (Å)
C: -4.812060 0.167568 0.262996
C: -3.610430 0.359175 0.784808
C: -2.335123 -0.093710 0.138806
C: -1.359436 1.065477 -0.137760
C: -0.617864 1.430955 1.133230
O: -0.957597 2.363613 1.843636
N: 0.418140 0.620371 1.448143
C: 1.145113 0.763904 2.686748
C: 2.168075 1.899522 2.617650
C: 1.831632 -0.573262 2.952678
O: 1.959633 -1.410803 2.072033
N: 2.311067 -0.741674 4.201317
C: 3.018981 -1.950169 4.592526
C: 2.095631 -3.116600 4.942365
C: 1.199574 -2.780761 6.128714
C: 2.935150 -4.357871 5.220571
C: -0.450976 0.801762 -1.377116
N: -1.226341 1.811294 -2.086245
C: -1.131720 2.412604 -3.297835
O: -1.792588 3.400098 -3.558399
C: -0.168245 1.759352 -4.282813
C: 0.602836 2.835189 -5.039933
C: -0.902833 0.811663 -5.243298
O: -1.652999 1.604419 -6.129490
C: 0.065588 -0.234385 -5.855564
C: -0.378515 -1.227521 -4.759530
C: -1.633827 -0.356441 -4.537022
C: -1.976303 2.251864 -0.913580
H: -5.706907 0.517445 0.760318
H: -4.940154 -0.346636 -0.683375
H: -3.513091 0.889072 1.728639
H: -1.833219 -0.845265 0.755916
H: -2.579378 -0.571461 -0.814871
H: 0.658633 -0.191965 0.897327
H: 0.429391 0.976825 3.486053
H: 2.687052 2.024184 3.568729
H: 2.907422 1.690766 1.843264
H: 1.652747 2.828251 2.379620
H: 2.125357 -0.031521 4.887748
H: 3.672068 -2.233999 3.766759
H: 3.648489 -1.705485 5.451756
H: 1.470043 -3.304098 4.064909
H: 1.800330 -2.578218 7.020485
H: 0.577593 -1.906201 5.930899
H: 0.533246 -3.612328 6.361173
H: 3.590165 -4.196996 6.081463
H: 2.300932 -5.216380 5.443789
H: 3.560921 -4.615220 4.364436
H: 0.598235 1.076481 -1.233076
H: -0.508007 -0.208217 -1.792095
H: 0.532605 1.138447 -3.716142
H: 1.220516 3.417516 -4.355291
H: 1.252142 2.388319 -5.793677
H: -0.094685 3.508964 -5.530540
H: -2.174141 1.023106 -6.692069
H: -0.288569 -0.543467 -6.840739
H: 1.120892 0.028516 -5.924636
H: -0.536311 -2.261779 -5.057201
H: 0.292566 -1.212821 -3.900460
H: -2.006017 -0.196097 -3.525711
H: -2.461648 -0.701680 -5.160651
H: -3.057811 2.224075 -1.037831
H: -1.675967 3.232237 -0.542550

Cartesian forces (eV/Å) of the 6 atoms listed first:
0.01 0.00 0.00
0.08 -0.03 0.19
-0.17 0.08 -0.24
0.26 -0.17 0.02
-0.16 0.12 0.06
0.00 0.00 0.00



(4)
Computed, not measured: 2 unconnected molecules or ions with the total composition C21H35N3O5P2 in a non-equilibrium geometry, with wB97M-V/def2-TZVPD.

Properties
Spin multiplicity: 1
DFT total energy, eV: -55611.1268
HOMO, eV: -6.377

Element x y z (Å)
C: -3.903200 -4.753020 3.725930
C: -3.551995 -3.939161 2.339770
C: -2.055332 -4.389588 1.715912
O: -1.427039 -3.142325 1.360555
P: 0.124356 -3.274061 0.580461
C: -0.868923 -3.363389 -1.082822
C: -1.594644 -1.961706 -1.527357
O: -1.853472 -1.842316 -2.861670
C: -2.101181 -0.717409 -0.612426
C: -1.179919 0.675645 -0.709406
C: -1.458324 2.040936 0.148791
C: -2.722460 2.047759 1.190361
C: -3.704261 0.702642 1.314354
C: -3.372084 -0.668579 0.416228
C: 1.810478 -3.121204 -0.292964
C: 3.149614 -3.560390 0.513110
C: 4.368658 -3.415049 -0.639759
O: 3.254549 -4.965103 0.924671
N: 0.230687 -5.032174 0.774360
C: 0.411426 -5.737900 -0.358665
O: 0.818688 -6.350593 -1.505797
P: 0.979890 -3.105495 2.611021
O: 1.372300 -4.527973 3.243096
H: -3.976934 -5.917525 3.555712
H: -3.063741 -4.456619 4.508563
H: -4.921367 -4.343443 4.195425
H: -4.398912 -4.218256 1.561725
H: -3.600741 -2.768306 2.538443
H: -2.364513 -5.107149 0.829860
H: -1.578399 -4.974575 2.640821
H: 0.118601 -1.815199 0.580209
H: -0.171633 -3.629968 -2.014943
H: -1.756416 -4.162007 -1.040037
H: -0.245836 0.683657 -1.452716
H: -0.701243 2.948206 -0.017436
H: -2.892851 3.024929 1.824005
H: -4.615805 0.736052 2.077835
H: -4.064186 -1.605254 0.531008
H: 1.885092 -3.656884 -1.358269
H: 1.996061 -1.973046 -0.580250
H: 3.524543 -2.783798 1.339331
H: 4.279769 -2.304669 -1.069251
H: 4.184708 -4.224760 -1.464483
H: 5.390064 -3.566673 -0.044194
H: 3.606831 -4.943334 1.866691
H: 2.010661 -2.108654 2.731272
H: -0.097716 -2.625310 3.492370
C: 3.640170 8.181992 -0.955501
C: 2.220645 7.763391 -0.624638
N: 1.587904 6.878664 -1.615321
C: 2.167317 6.261811 -2.716472
C: 1.180350 5.553809 -3.342277
N: 0.024522 5.743404 -2.606807
C: 0.289471 6.535610 -1.558697
C: -1.287411 5.182145 -2.901325
H: 3.687025 8.681347 -1.928350
H: 4.017782 8.875367 -0.198178
H: 4.309025 7.316091 -0.982451
H: 1.589528 8.655387 -0.539158
H: 2.199913 7.241916 0.338702
H: 3.212878 6.403431 -2.929858
H: 1.153051 4.934226 -4.223345
H: -0.419674 6.850036 -0.801509
H: -2.004901 5.999514 -3.012374
H: -1.588636 4.533403 -2.074809
H: -1.252809 4.601490 -3.827080

Cartesian forces (eV/Å) of the 6 atoms listed first:
0.04 1.11 0.22
-0.57 -0.43 0.03
-3.32 0.14 1.95
-0.22 -2.54 0.32
-0.49 2.75 -1.90
-0.93 0.68 -1.77



(5)
Computed, not measured: a molecular structure, C21H36BBrCsF4N4Na2O10 in a non-equilibrium geometry, with wB97M-V/def2-TZVPD.

Properties
Spin multiplicity: 1
DFT total energy, eV: -139762.2125
HOMO, eV: -2.917
Charge: -1

Element x y z (Å)
N: -2.650989 -2.295293 -0.889752
C: -1.875415 -3.457836 -0.394230
C: -1.487828 -3.270740 1.054022
C: -1.662904 -2.056811 1.731441
C: -1.272201 -1.909776 3.028163
C: -0.697186 -3.040351 3.650634
C: -0.204362 -3.004949 5.071425
C: 0.635728 -1.728031 5.268479
C: -0.159765 -0.493584 5.731452
F: -1.526452 -0.754323 5.910162
N: -0.618400 -4.137473 2.919199
N: -0.975414 -4.311476 1.665997
H: -3.400828 -2.678668 -1.459944
H: -2.088630 -1.794523 -1.573177
H: -2.361666 -4.415541 -0.561773
H: -0.928789 -3.497417 -0.944601
H: -2.092440 -1.229300 1.182790
H: -1.396989 -0.984589 3.566454
H: 0.487171 -3.844195 5.184445
H: -1.019163 -3.104489 5.783543
H: 1.102771 -1.499065 4.304742
H: 1.456226 -1.893987 5.975090
H: -0.115117 0.279098 4.952344
H: 0.259308 -0.061739 6.638245
H: -0.217335 -5.042107 3.409615
C: -1.981232 2.637396 -6.332982
C: -1.272166 1.363972 -6.761593
O: -0.083367 1.158336 -6.008850
C: -0.315225 0.630981 -4.804587
O: -1.429338 0.345651 -4.410868
O: 0.805051 0.515828 -4.150255
C: 0.673242 -0.004257 -2.815004
H: -1.295156 3.483046 -6.372794
H: -2.839182 2.854389 -6.970295
H: -2.339218 2.555463 -5.308930
H: -0.963807 1.455331 -7.802921
H: -1.934316 0.489989 -6.689239
H: 0.138076 -0.953162 -2.822301
H: 0.168414 0.715973 -2.181041
H: 1.677030 -0.168335 -2.432366
C: -5.261971 5.236377 -7.519999
O: -4.382872 4.815610 -6.479961
H: -4.734085 5.139845 -8.466608
H: -6.157897 4.610545 -7.544641
H: -5.552489 6.280027 -7.381367
H: -4.860431 4.905144 -5.649806
O: 2.111473 -6.136230 9.413965
C: 1.699738 -4.969494 8.836591
C: 2.644334 -4.433448 7.700752
O: 2.175217 -3.277490 7.204999
H: 1.558535 -4.137245 9.548546
H: 0.711819 -5.051140 8.361726
H: 2.735062 -5.286165 6.984509
H: 3.656675 -4.395425 8.160067
C: 1.764048 3.675256 0.918250
C: 0.922185 3.976201 -0.312792
C: -0.548757 3.550990 -0.181435
C: -0.720108 2.099175 -0.087905
N: -0.884294 0.967067 0.011497
H: 1.841760 2.601890 1.099716
H: 2.771653 4.058198 0.770377
H: 1.348726 4.147069 1.814880
H: 1.376483 3.491978 -1.178622
H: 0.940048 5.051028 -0.500787
H: -1.104336 3.911512 -1.050623
H: -0.994310 4.033353 0.698113
Na: -2.304743 2.988557 1.735099
Cs: -2.886697 1.108878 -8.930929
B: 5.940733 1.527286 -3.466654
O: 5.493370 2.944504 -3.246887
C: 4.586298 2.962933 -2.302603
O: 4.020323 3.944226 -1.884111
C: 4.356772 1.526078 -1.812568
O: 3.577193 1.204164 -0.950190
O: 5.136315 0.719901 -2.486676
F: 7.291605 1.401954 -3.202951
F: 5.653959 1.129592 -4.765900
Na: -3.273305 -0.586284 -3.552200
Br: -0.191955 -6.909453 3.991835
F: 3.288352 -5.674337 10.373163

Cartesian forces (eV/Å) of the 6 atoms listed first:
-0.32 -0.73 -0.66
0.90 0.80 -0.13
-0.29 -0.31 0.37
-0.18 0.76 -0.37
0.16 -0.76 -0.23
-0.91 0.83 0.14



(6)
Computed, not measured: a molecular structure, C21H36BFeIN9O2S in a non-equilibrium geometry, with wB97M-V/def2-TZVPD.

Properties
Spin multiplicity: 6
DFT total energy, eV: -93857.5285
HOMO (spin up / spin down), eV: -13.331 / -13.295
Charge: +2
⟨S²⟩: 8.759

Element x y z (Å)
Fe: -0.085738 -0.137617 1.015101
C: -2.351736 -1.974235 2.961686
C: -2.538649 -2.011835 1.481339
C: -3.507707 -2.653978 0.724330
C: -3.221241 -2.355917 -0.603086
C: -3.960969 -2.778483 -1.824983
N: -2.131343 -1.575380 -0.624214
N: -1.707665 -1.364140 0.643384
B: -1.379307 -0.947404 -1.807150
N: 0.057311 -1.450891 -1.755525
N: 0.697600 -1.537573 -0.557408
C: 1.802110 -2.281191 -0.764758
C: 2.737894 -2.751175 0.295146
C: 1.875881 -2.627320 -2.111210
C: 0.752388 -2.091265 -2.707269
C: 0.343690 -2.173618 -4.139834
N: -1.409424 0.565785 -1.592693
N: -1.189807 1.075014 -0.353298
C: -1.607893 2.353298 -0.360595
C: -1.637092 3.211454 0.849578
C: -2.060387 2.667449 -1.636982
C: -1.926464 1.514282 -2.389045
C: -2.260729 1.290113 -3.825765
H: -3.289336 -2.192303 3.467235
H: -1.997527 -0.993388 3.282442
H: -1.621622 -2.724967 3.275901
H: -4.319935 -3.263351 1.085142
H: -4.815271 -3.385297 -1.537074
H: -3.325951 -3.366148 -2.488607
H: -4.322135 -1.915869 -2.385342
H: -1.899156 -1.229416 -2.838855
H: 2.265880 -2.714248 1.270031
H: 3.656632 -2.169016 0.305401
H: 3.012560 -3.785345 0.093428
H: 2.637985 -3.225835 -2.583022
H: 0.908773 -2.962529 -4.630142
H: 0.552505 -1.236007 -4.658457
H: -0.718140 -2.386065 -4.247717
H: -1.474826 2.608522 1.731629
H: -2.609273 3.696608 0.930820
H: -0.876243 3.991434 0.792463
H: -2.460450 3.613322 -1.964084
H: -2.584653 2.225942 -4.273995
H: -3.065937 0.562932 -3.935405
H: -1.402403 0.909795 -4.381217
N: 3.846725 2.558124 -1.777829
C: 2.497251 2.456979 -1.789613
N: 1.922206 2.057348 -2.930422
S: 1.591632 2.774841 -0.410209
H: 4.367835 2.597019 -2.640710
H: 4.251563 3.031423 -0.987905
H: 2.450088 1.918694 -3.776665
H: 0.918335 2.048894 -2.982886
N: 4.284589 0.176034 1.140823
C: 3.114177 -0.101487 1.705612
O: 2.058695 0.202689 1.144364
C: 3.189098 -0.775132 3.062937
I: 1.317664 -1.620694 3.596988
H: 4.294031 0.620324 0.232380
H: 5.163616 -0.036081 1.582946
H: 3.436657 -0.045045 3.830446
H: 3.925097 -1.573765 3.083494
C: -0.500220 1.564873 5.094684
C: -0.139531 1.760359 3.663115
C: 0.568208 3.005902 3.259113
O: -0.445597 0.886816 2.839519
H: -0.209391 2.407834 5.713849
H: -0.018578 0.653120 5.458514
H: -1.576252 1.395228 5.180279
H: -0.188464 3.787185 3.130471
H: 1.089936 2.877496 2.311085
H: 1.248459 3.346910 4.038274

Cartesian forces (eV/Å) of the 6 atoms listed first:
-0.12 -0.25 -1.65
0.08 -0.04 -0.11
-0.06 -0.01 -0.10
-0.02 -0.05 0.13
-0.10 -0.05 0.09
0.08 0.04 -0.02